Record 1
{
  "formula": "C5H9KO3",
  "method": "ωB97M-V with the def2-TZVPD basis set",
  "e_homo_ev": [-4.685, -4.685],
  "max_force_ha_per_bohr": 0.033,
  "de_lowest_kj_mol": 382.38,
  "total_charge": 0,
  "lumo_ev": [-0.763, -0.764],
  "energy_ev": -27794.134,
  "orbital_gap_ev": [3.92, 3.92],
  "spin_multiplicity": 1,
  "symbols": ["O", "C", "O", "K", "C", "H", "H", "C", "H", "H", "H", "H", "O", "C", "H", "C", "H", "H"],
  "xyz": [[0.04680, 0.92396, 1.82105], [1.14206, 1.10438, 1.13599], [1.84851, 2.08445, 1.66824], [3.17104, -0.60765, -0.11262], [-0.60266, -0.35841, 1.77835], [-0.01058, -1.10533, 1.23285], [-0.66279, -0.70626, 2.81648], [-1.95474, -0.19550, 1.12550], [-2.58038, 0.50593, 1.69303], [-1.80876, 0.16095, 0.09595], [-2.43596, -1.17978, 1.05253], [1.34451, 2.59434, 2.32805], [1.70118, 0.55056, -1.95523], [1.03828, 0.38661, -3.02288], [-0.90437, -0.46152, -2.77372], [0.12458, -0.82850, -2.92704], [0.16527, -1.37687, -3.88080], [0.37800, -1.49140, -2.07574]],
  "nbo_charge": [-0.535, 0.412, -0.683, 0.911, -0.062, 0.186, 0.187, -0.637, 0.216, 0.237, 0.220, 0.476, -0.852, 0.155, 0.210, -0.786, 0.208, 0.136]
}

***

Record 2
{
  "formula": "C42H86BN3O8PS2",
  "method": "ωB97M-V with the def2-TZVPD basis set",
  "e_homo_ev": -9.981,
  "max_force_ha_per_bohr": 0.026,
  "total_charge": 1,
  "lumo_ev": -3.134,
  "energy_ev": -97429.116,
  "orbital_gap_ev": 6.85,
  "spin_multiplicity": 1,
  "symbols": ["C", "C", "C", "C", "N", "C", "C", "C", "C", "P", "C", "C", "C", "N", "N", "C", "C", "C", "B", "O", "O", "C", "S", "S", "C", "C", "C", "H", "H", "H", "H", "H", "H", "H", "H", "H", "H", "H", "H", "H", "H", "H", "H", "H", "H", "H", "H", "H", "H", "H", "H", "H", "H", "H", "H", "H", "H", "H", "H", "H", "H", "H", "H", "H", "H", "C", "C", "C", "O", "C", "H", "H", "H", "H", "H", "H", "H", "H", "C", "C", "C", "O", "C", "H", "H", "H", "H", "H", "H", "H", "H", "C", "C", "C", "O", "C", "H", "H", "H", "H", "H", "H", "H", "H", "C", "C", "C", "O", "C", "H", "H", "H", "H", "H", "H", "H", "H", "C", "C", "C", "O", "C", "H", "H", "H", "H", "H", "H", "H", "H", "C", "C", "C", "O", "C", "H", "H", "H", "H", "H", "H", "H", "H"],
  "xyz": [[1.67626, 4.98321, 1.19312], [1.30332, 3.81704, 2.11829], [2.38338, 2.71455, 2.21935], [1.86093, 1.45547, 1.54107], [2.68113, 0.24099, 1.62227], [2.36871, -0.62144, 2.77294], [1.42391, -1.77858, 2.40670], [0.20222, -1.97249, 3.31146], [-0.69697, -0.74502, 3.54215], [-1.93394, -0.37640, 2.28846], [-2.90042, -1.88275, 2.10112], [-4.01105, -1.88342, 1.06726], [-5.08363, -0.84342, 1.11652], [-3.92167, -2.79843, 0.18465], [-1.19521, 0.05778, 0.94038], [-1.62430, 0.61226, -0.14706], [-1.83654, -0.18465, -1.38754], [-1.82388, 2.08773, -0.25123], [-2.93514, 1.10883, 3.09990], [-4.22889, 0.94634, 3.43339], [-2.24833, 2.26104, 3.35160], [4.05772, 0.47810, 1.42567], [5.15791, 0.67843, 2.60519], [4.59853, 0.59218, -0.23452], [3.58927, -0.60523, -1.15230], [2.20187, -0.17336, -1.60001], [2.17937, 1.14958, -2.39056], [1.95194, 5.87853, 1.74633], [2.47900, 4.70263, 0.51203], [0.82569, 5.26688, 0.57042], [1.05018, 4.16606, 3.11837], [0.39296, 3.35783, 1.70838], [3.27847, 3.06406, 1.70422], [2.61781, 2.51580, 3.26517], [1.72415, 1.69467, 0.48164], [0.87867, 1.22016, 1.94891], [3.29342, -1.06290, 3.13137], [1.96595, -0.02804, 3.59944], [1.98247, -2.70972, 2.50064], [1.11024, -1.70807, 1.36304], [0.54347, -2.30304, 4.29560], [-0.36597, -2.81206, 2.90919], [-1.31420, -0.95079, 4.42538], [-0.13234, 0.15873, 3.77036], [-2.23847, -2.71037, 1.85414], [-3.32561, -2.07267, 3.09498], [-5.87375, -1.07349, 0.40485], [-4.68408, 0.14428, 0.86562], [-5.52106, -0.73792, 2.10793], [-4.70538, -2.75688, -0.46574], [-2.78229, 0.10955, -1.84561], [-1.80091, -1.25142, -1.18622], [-1.04790, 0.08023, -2.10053], [-2.49082, 2.34225, -1.07270], [-0.85224, 2.52531, -0.49976], [-2.14609, 2.54173, 0.68510], [-4.70918, 1.78228, 3.56130], [-1.36151, 2.29657, 2.98257], [4.18369, -0.83140, -2.03844], [3.50228, -1.48657, -0.51659], [1.51473, -0.13378, -0.75697], [1.82914, -0.96770, -2.25474], [3.14357, 1.65194, -2.37379], [1.88194, 0.97645, -3.42543], [1.43362, 1.83362, -1.98813], [6.54741, -0.06059, -6.04401], [5.38408, 0.91372, -6.20956], [4.50248, 0.53734, -5.02584], [5.37888, 0.07613, -3.99151], [6.69206, -0.12230, -4.52944], [7.46210, 0.26136, -6.53692], [6.27313, -1.04134, -6.43916], [5.74092, 1.94047, -6.10263], [4.87439, 0.83244, -7.16476], [3.81413, -0.27567, -5.28813], [3.91833, 1.37693, -4.64892], [7.34491, 0.67405, -4.15849], [7.07879, -1.07790, -4.17476], [2.08674, -7.31946, 1.96915], [2.68082, -6.62406, 0.74403], [1.92250, -5.30341, 0.74123], [1.63609, -5.00313, 2.11052], [1.90256, -6.15066, 2.92723], [2.72116, -8.10184, 2.38050], [1.12020, -7.76072, 1.71873], [3.74765, -6.44795, 0.89362], [2.55515, -7.18145, -0.18212], [0.97676, -5.38935, 0.19508], [2.49699, -4.48121, 0.31020], [2.81331, -5.96524, 3.50611], [1.07458, -6.29147, 3.62249], [-8.13433, 4.37737, 3.09376], [-7.71430, 4.01692, 1.66781], [-6.22411, 3.76514, 1.83906], [-6.05709, 3.25563, 3.16905], [-7.26924, 3.43904, 3.92099], [-9.19647, 4.23931, 3.28354], [-7.88073, 5.41658, 3.31117], [-8.22120, 3.10761, 1.34337], [-7.92509, 4.79799, 0.93962], [-5.64519, 4.68955, 1.74695], [-5.83093, 3.03731, 1.12509], [-7.75067, 2.46517, 4.05022], [-7.01835, 3.83532, 4.90405], [-10.56252, 1.74336, -2.49334], [-11.16160, 0.66605, -1.58951], [-10.16647, 0.64348, -0.43673], [-9.65351, 1.97357, -0.32319], [-10.03104, 2.74004, -1.47166], [-11.27893, 2.18909, -3.18039], [-9.74142, 1.32669, -3.08046], [-12.14472, 0.97916, -1.23406], [-11.26813, -0.30372, -2.07181], [-9.33410, -0.03869, -0.64560], [-10.61848, 0.35548, 0.51266], [-10.80482, 3.45578, -1.17677], [-9.16359, 3.29737, -1.82752], [7.76098, 0.72076, -10.87605], [7.62221, 2.22108, -10.61894], [6.21999, 2.30065, -10.03054], [6.00452, 1.07142, -9.33096], [7.03204, 0.13642, -9.67361], [8.79233, 0.38028, -10.94716], [7.24785, 0.44902, -11.80038], [8.36189, 2.54743, -9.88507], [7.73769, 2.83222, -11.51204], [5.46648, 2.39287, -10.81958], [6.09256, 3.12999, -9.33359], [7.71042, 0.02660, -8.82132], [6.57473, -0.83235, -9.87703], [2.92313, -2.62504, 6.46858], [3.64339, -2.45882, 7.80499], [2.75597, -3.28124, 8.73275], [2.20352, -4.32970, 7.93305], [2.44356, -4.07008, 6.55420], [3.55273, -2.44677, 5.59698], [2.06604, -1.94713, 6.41691], [4.64140, -2.89654, 7.74692], [3.74554, -1.42385, 8.12604], [1.93604, -2.67678, 9.13528], [3.30067, -3.72124, 9.56751], [3.21343, -4.76104, 6.19233], [1.52564, -4.25453, 5.99120]],
  "mulliken_charge": [-1.473, 0.353, -0.892, 0.915, 0.686, -1.534, -0.167, -1.146, -0.774, -0.108, -0.630, 0.358, -1.097, -0.681, 0.422, 0.858, -1.547, -1.150, 0.920, -0.462, -0.636, 0.114, -0.175, -0.080, -0.701, 1.148, -1.518, 0.338, 0.363, 0.335, 0.497, -0.463, 0.555, 0.243, -0.216, -0.933, 0.701, 0.371, 0.443, 0.186, -0.011, 0.365, 0.647, 0.551, 0.387, 0.570, 0.537, 0.090, 0.226, 0.292, 0.492, 0.337, 0.362, 0.541, 0.109, 0.171, 0.340, 0.250, 0.519, 0.143, -1.174, 0.724, 0.454, 0.354, 0.310, -0.478, -0.439, -0.345, -0.284, -0.583, 0.250, 0.234, 0.187, 0.373, 0.217, 0.254, 0.308, 0.296, -0.589, -0.678, -0.188, -0.297, -0.365, 0.355, 0.274, 0.283, 0.366, 0.317, 0.055, 0.198, 0.264, -0.712, -0.199, -0.419, -0.351, -0.562, 0.359, 0.282, 0.026, 0.456, 0.271, 0.160, 0.293, 0.358, -0.543, -0.600, -0.422, -0.292, -0.437, 0.339, 0.265, 0.262, 0.349, 0.220, 0.298, 0.287, 0.264, -0.553, -0.541, -0.411, -0.327, -0.345, 0.337, 0.259, 0.264, 0.346, 0.262, 0.267, 0.149, 0.304, -0.120, -0.687, -0.500, -0.448, -0.183, 0.280, 0.119, 0.310, 0.358, 0.260, 0.317, 0.173, 0.168]
}

***

Record 3
{
  "formula": "C15H22Cl2F6IO6P",
  "method": "ωB97M-V with the def2-TZVPD basis set",
  "e_homo_ev": -9.143,
  "max_force_ha_per_bohr": 0.031,
  "smiles": "CC[PH](O)(CC(=O)I)/C(Cl)=C(\\C)Cl.CCOC(=O)C(F)(F)F.CCOC(=O)C(F)(F)F",
  "total_charge": 0,
  "lumo_ev": 0.378,
  "energy_ev": -86936.058,
  "orbital_gap_ev": 9.52,
  "spin_multiplicity": 1,
  "symbols": ["C", "C", "P", "O", "C", "C", "O", "I", "C", "Cl", "C", "C", "Cl", "H", "H", "H", "H", "H", "H", "H", "H", "H", "H", "H", "H", "C", "C", "O", "C", "O", "C", "F", "F", "F", "H", "H", "H", "H", "H", "C", "C", "O", "C", "O", "C", "F", "F", "F", "H", "H", "H", "H", "H"],
  "xyz": [[2.97718, 0.89730, -1.63238], [1.95851, 0.60233, -2.75406], [0.39687, 1.54632, -2.63096], [1.10246, 2.96040, -3.35427], [0.06801, 2.66527, -1.17841], [-0.38107, 4.05419, -1.51163], [0.24004, 5.02388, -1.34753], [-2.41876, 4.26891, -2.19503], [-0.55840, 0.07880, -1.81261], [0.31967, -0.68874, -0.52602], [-1.79863, -0.33916, -2.09892], [-2.70611, 0.20600, -3.17219], [-2.55642, -1.62413, -1.19927], [3.78596, 1.52542, -2.01554], [2.54686, 1.40936, -0.77325], [3.42597, -0.03606, -1.28241], [2.38777, 0.93008, -3.70622], [1.74440, -0.46244, -2.84361], [-0.44910, 1.44436, -3.73829], [1.19382, 2.87052, -4.31039], [1.03096, 2.82886, -0.67814], [-0.62227, 2.18285, -0.48715], [-3.20833, 1.10551, -2.82028], [-2.16863, 0.42331, -4.09654], [-3.48094, -0.52776, -3.40536], [-1.49248, 2.61739, 3.70208], [-2.13565, 1.27297, 3.44874], [-3.38750, 1.41893, 2.73677], [-3.29289, 1.56260, 1.43014], [-2.29744, 1.59083, 0.76713], [-4.70313, 1.67465, 0.80346], [-5.47289, 2.51922, 1.48957], [-5.29102, 0.47333, 0.78943], [-4.58191, 2.10911, -0.44937], [-2.17804, 3.27343, 4.23811], [-0.59414, 2.48604, 4.30419], [-1.21204, 3.10119, 2.76709], [-2.40976, 0.77996, 4.37799], [-1.48296, 0.61138, 2.88040], [1.40886, -4.33587, -0.05118], [1.30332, -3.98113, 1.41293], [2.40687, -4.53163, 2.16933], [3.53179, -3.83807, 2.13687], [3.74441, -2.80932, 1.56588], [4.59542, -4.53668, 3.01665], [4.61708, -5.85411, 2.79780], [4.30812, -4.32573, 4.30903], [5.79967, -4.03900, 2.76101], [1.47105, -5.41594, -0.18543], [0.53045, -3.96478, -0.57868], [2.29343, -3.88444, -0.49942], [0.41639, -4.41690, 1.86625], [1.27522, -2.90278, 1.56366]],
  "nbo_charge": [-0.607, -0.717, 1.480, -1.042, -0.869, 0.546, -0.488, -0.025, -0.383, -0.025, -0.042, -0.660, -0.016, 0.220, 0.207, 0.229, 0.236, 0.238, -0.041, 0.476, 0.272, 0.303, 0.245, 0.223, 0.236, -0.638, -0.079, -0.472, 0.711, -0.573, 0.900, -0.304, -0.307, -0.302, 0.219, 0.225, 0.223, 0.199, 0.202, -0.642, -0.077, -0.477, 0.695, -0.547, 0.898, -0.307, -0.312, -0.299, 0.215, 0.232, 0.223, 0.198, 0.200]
}

***

Record 4
{
  "formula": "C3H7O2",
  "method": "ωB97M-V with the def2-TZVPD basis set",
  "e_homo_ev": -15.254,
  "max_force_ha_per_bohr": 0.092,
  "de_lowest_kj_mol": 203.06,
  "total_charge": 1,
  "lumo_ev": -6.000,
  "energy_ev": -7309.051,
  "orbital_gap_ev": 9.25,
  "spin_multiplicity": 1,
  "symbols": ["C", "C", "C", "O", "O", "H", "H", "H", "H", "H", "H", "H"],
  "xyz": [[-1.83853, 0.67997, -0.12487], [1.55148, 0.43357, -0.02472], [0.10692, -0.60691, 0.49379], [-0.38954, -1.53216, -0.35236], [-0.84902, 0.49916, 0.58336], [-2.26046, 1.79396, -0.04279], [-2.19506, -0.07758, -0.92591], [1.70782, 1.04585, 0.88298], [1.04616, 0.92113, -0.88355], [2.48370, -0.10009, -0.36559], [0.35034, -0.86208, 1.48014], [0.28618, -2.19481, -0.72047]],
  "nbo_charge": [0.339, -0.597, 0.389, -0.719, -0.339, 0.244, 0.243, 0.237, 0.210, 0.251, 0.196, 0.546]
}